Record 1
The following is a DFT calculation (ωB97M-V/def2-TZVPD) of a cluster of 2 separate species, C4H11N3O2 in total in a non-equilibrium geometry.

Geometry as XYZ:
```
20
Properties=species:S:1:pos:R:3:forces:R:3
O -2.3500 0.2210 0.4704 -1.4 0.0 -0.4
O -0.5078 1.4808 0.5446 0.0 0.2 -0.6
N 0.8668 -0.7684 -1.1007 -0.7 -0.2 0.7
N 2.2722 -2.5085 -0.2899 0.8 0.7 -0.8
N 0.0354 -2.3261 0.3817 0.0 0.5 0.6
C 1.0401 -1.8579 -0.2717 -0.7 -1.1 1.2
C -1.7066 1.3860 0.5613 0.5 -0.1 2.7
C -2.6522 2.5249 0.9728 -0.3 -0.1 -2.9
C 1.7515 0.3899 -0.9595 0.3 0.1 -2.6
H -1.8628 -0.6104 0.3437 0.9 0.3 0.2
H 1.3507 1.2718 -0.4897 -0.3 -0.2 0.6
H -2.2867 3.4456 0.4601 -0.2 -0.6 0.5
H 1.9287 0.6794 -2.0102 0.3 0.3 0.3
H 0.2794 -3.1256 0.9885 -0.1 0.3 -0.9
H 2.7277 0.1339 -0.5880 0.2 -0.3 0.5
H 2.8065 -2.6473 0.5524 -0.5 0.0 0.3
H 2.8790 -2.1263 -1.0009 0.1 0.0 0.0
H -2.8590 2.7510 2.0079 0.4 -0.5 0.3
H -0.1303 -0.5270 -1.0372 0.8 0.1 -0.2
H -3.5827 2.2132 0.4645 0.0 0.6 0.5
```
Positions in Å, forces in eV/Å.

multiplicity: 1
SMILES: [H]/N=C(\N)NC.CC(=O)O
highest occupied orbital energy: -8.8 eV
strongest force on any atom: 0.0572 Eh/bohr
E_LUMO: 0.881 eV
energy relative to the best compared isomer or geometry (same formula, charge and spin): 1.0905 eV
total energy: -12891.7394 eV
gap between HOMO and LUMO: 9.66 eV

=====

Record 2
The following is a DFT calculation (ωB97M-V/def2-TZVPD) of a cluster of 2 separate species, CH5NO3S2 in total in a non-equilibrium geometry.

Geometry as XYZ:
```
12
Properties=species:S:1:pos:R:3:forces:R:3
S 1.3068 2.8047 0.8293 -0.1 1.1 -0.5
S -1.3468 -0.3207 -1.0825 0.3 -1.1 0.1
O 2.6894 2.0189 2.7793 -0.6 0.4 -0.8
O -0.4682 0.8309 -0.9047 0.1 0.3 -0.2
O -0.7035 -1.3078 -2.2677 0.0 0.0 1.0
N 1.9283 1.6805 1.9066 0.6 -1.6 1.3
C -0.8621 -1.4904 0.2470 -0.3 0.1 -0.6
H -0.8312 -0.9502 -3.1492 -0.3 0.3 -0.2
H 0.5962 1.8697 0.1572 0.2 0.2 0.2
H -0.0090 -2.0596 -0.1031 0.1 0.0 -0.1
H -0.6022 -0.9232 1.1334 -0.1 0.3 0.0
H -1.6977 -2.1529 0.4545 -0.1 -0.1 0.0
```
Positions in Å, forces in eV/Å.

multiplicity: 1
highest occupied orbital energy: -8.7 eV
strongest force on any atom: 0.0416 Eh/bohr
E_LUMO: 0.315 eV
energy relative to the best compared isomer or geometry (same formula, charge and spin): 1.1532 eV
total energy: -30417.7758 eV
gap between HOMO and LUMO: 9.05 eV

=====

Record 3
The following is a DFT calculation (ωB97M-V/def2-TZVPD) of a cluster of 8 separate species, C4H20N2O7 in total in a non-equilibrium geometry.

Geometry as XYZ:
```
33
Properties=species:S:1:pos:R:3:forces:R:3
O 1.8067 2.4631 -1.7848 -2.0 -0.5 3.0
O 2.3968 -2.1585 0.5927 -0.2 0.3 -0.2
O -1.9651 -0.5851 -1.9925 0.2 2.6 -0.2
O 1.0141 -1.5012 -2.1607 1.6 -0.6 0.5
O -1.2166 -2.9676 -2.0539 -2.0 -1.1 0.2
O -0.2542 -3.5522 0.1626 1.7 -0.5 2.6
O 1.9712 0.3788 0.0829 1.0 1.5 -1.9
N 0.0246 3.2041 0.7813 -1.8 -5.2 3.1
N -1.4051 1.6001 0.3147 -2.2 -2.9 -0.5
C -1.2531 1.5305 1.6310 0.2 -0.4 0.5
C -1.9528 0.8226 2.6873 -5.0 -1.7 -1.7
C -0.2445 2.4312 1.9309 2.1 4.1 0.0
C -0.6330 2.4919 -0.1905 0.4 2.0 -0.9
H -0.5242 2.6577 -1.2489 0.2 0.3 -0.1
H -2.6453 -0.0898 2.2489 2.1 2.1 1.2
H 1.5199 -2.4157 0.2467 0.2 -0.4 0.4
H 2.5641 2.5781 -2.2927 2.1 0.3 -1.5
H 0.1986 2.6913 2.8941 -0.1 -0.1 -0.3
H -2.7842 1.4598 3.1626 0.6 -0.1 -1.3
H 2.1057 2.0818 -0.9098 -0.2 0.2 -1.6
H -1.5158 0.6408 3.6258 1.7 -0.8 0.7
H 2.6583 -2.8586 1.1891 0.0 -0.4 0.1
H 1.3074 -0.8938 -1.4347 0.2 -1.0 -0.9
H -0.8706 -3.2406 -0.4943 -1.2 -0.6 -1.0
H 0.4812 4.0328 0.8986 1.9 2.7 -0.7
H -1.6759 -2.1338 -1.8825 -0.4 -0.2 -0.7
H -0.3480 -2.6296 -2.0155 2.0 0.5 -0.5
H -0.5925 -4.2329 0.7742 -0.1 0.7 -0.9
H 1.1084 0.3755 0.4178 -1.7 -0.4 1.1
H 1.6931 -2.2456 -2.2468 -1.1 1.8 0.4
H 2.5796 0.1238 0.7579 0.5 -0.9 0.8
H -1.9630 -0.1841 -1.1061 -0.1 0.0 -0.4
H -1.5859 0.1250 -2.5853 -0.6 -1.4 0.8
```
Positions in Å, forces in eV/Å.

multiplicity: 2
total charge: +1
highest occupied orbital energy (alpha / beta): -12.6 / -12.6 eV
strongest force on any atom: 0.1222 Eh/bohr
E_LUMO (alpha / beta): -4.395 / -8.351 eV
energy relative to the best compared isomer or geometry (same formula, charge and spin): 1.1945 eV
total energy: -21775.6613 eV
gap between HOMO and LUMO (alpha / beta): 8.24 / 4.28 eV

=====

Record 4
The following is a DFT calculation (ωB97M-V/def2-TZVPD) of a structure of composition C41H60AsBrCrN3O7P2S2Si2 in a non-equilibrium geometry.

Geometry as XYZ:
```
120
Properties=species:S:1:pos:R:3:forces:R:3
Br -3.8537 0.7064 -0.1926 -0.2 0.0 0.0
As 0.4654 -0.9418 2.1460 1.7 -0.7 1.5
Cr -1.2696 -0.3180 0.6358 0.7 -0.7 -2.2
S 1.9193 0.5355 -1.6876 -0.2 0.3 0.4
S -1.6379 -3.1847 0.6297 0.3 -1.4 -0.5
P -1.1104 -1.2890 -1.7429 -0.7 -0.1 -1.5
P -0.6064 2.6129 0.4029 0.4 0.5 0.6
Si 2.4075 -2.3609 1.7852 1.4 -0.5 0.2
Si -0.5576 -2.3361 3.8402 -0.1 -0.7 2.0
O -1.7055 -4.2870 1.5402 -0.4 -0.2 0.1
O -0.3094 1.1956 -0.0672 -0.2 -0.2 0.1
O -0.4185 2.4875 2.0129 -0.1 0.2 -0.5
O 0.6648 3.5230 0.0423 -0.5 -0.5 0.4
O -2.3191 -1.9604 1.1129 -0.4 0.3 0.0
O -1.9187 3.1522 -0.0040 0.2 0.4 0.0
O -0.2910 -2.8486 0.1789 -0.1 -0.5 -0.1
N 4.4808 0.7575 -2.5552 -0.6 -0.3 -0.4
N -2.3310 0.5015 2.0531 -2.0 1.3 2.1
N 3.0708 0.1715 -4.1058 0.3 0.2 0.5
C 2.4556 4.4566 -1.1361 -0.4 -0.1 0.1
C -2.4929 -3.5906 -0.8680 0.1 0.3 0.1
C -3.5717 0.8348 1.6634 0.4 -0.4 -0.2
C 3.4712 -1.8771 3.3373 -0.9 0.0 -0.6
C -2.7327 -3.1182 -3.1888 0.1 0.0 0.2
C -3.9693 0.7588 -3.9319 -0.1 0.1 0.0
C 2.1613 -3.2228 -3.2484 0.1 0.0 0.0
C -3.3699 -0.1958 -3.1288 0.1 0.0 0.1
C -3.2184 1.7847 -4.4779 0.0 0.1 -0.1
C 1.2007 -2.7015 -2.4004 -0.1 0.0 0.0
C 0.1269 -4.0988 4.1941 -0.1 0.7 -0.6
C 5.1816 0.6149 -3.7287 0.2 -0.1 -0.5
C -2.4598 -2.5965 4.0322 0.4 0.3 -0.6
C 1.0657 -2.2129 -5.1220 0.0 -0.1 -0.1
C 3.1642 0.4762 -2.7800 -0.2 0.0 -0.1
C -0.2314 3.6119 2.8867 0.2 0.6 0.6
C 0.1664 -1.9223 -2.9069 0.3 0.1 0.2
C 0.1038 -1.6860 -4.2773 -0.1 0.0 0.1
C -2.1054 0.5859 3.3781 0.3 -0.1 -0.4
C 3.5255 -1.9161 0.2713 -0.8 0.2 0.5
C -4.3646 1.1928 3.8765 0.6 -0.2 -0.5
C -4.6036 1.1785 2.5064 -0.2 0.2 0.4
C 4.3117 0.2470 -4.6918 0.3 0.1 0.0
C 0.4165 3.6804 -2.3811 0.1 -0.1 0.3
C 0.9281 4.3281 -1.1030 0.3 0.7 -0.8
C 0.2787 5.7050 -0.9503 0.1 -0.3 0.2
C -3.9052 -4.9746 -2.2031 0.1 0.0 0.0
C 5.0343 1.1351 -1.2878 0.3 0.2 0.5
C -0.7383 3.2401 4.2851 0.0 0.0 -0.5
C 2.2939 -4.2885 1.7119 -0.4 0.8 0.1
C -3.0753 0.8941 4.3034 -0.5 0.1 0.0
C -2.0008 -0.1446 -2.8743 0.0 0.2 0.2
C 1.2688 3.8838 2.9746 -0.2 -0.1 -0.1
C -1.8603 1.8561 -4.2182 -0.1 0.0 0.0
C -2.2036 -2.7710 -1.9467 -0.1 0.1 -0.1
C -3.5711 -4.2107 -3.3129 0.0 0.0 0.0
C 2.1019 -2.9762 -4.6103 0.0 0.0 0.0
C -1.0063 4.8373 2.4123 0.0 -0.2 0.0
C -3.3477 -4.6704 -0.9729 0.0 -0.1 0.2
C -1.2620 0.9047 -3.4132 0.0 0.0 0.1
C -0.0650 -1.4022 5.4792 0.1 -0.1 -1.0
H 1.2363 -2.8976 -1.3403 0.1 0.0 0.0
H 3.3870 -2.6288 -0.5349 -0.1 -0.1 -0.2
H -2.8159 0.9026 5.3494 0.1 0.0 0.1
H -5.1492 1.4318 4.5749 -0.1 0.0 0.1
H 2.8952 3.4774 -1.3059 0.0 -0.1 0.0
H -3.5420 -5.2578 -0.0888 -0.1 -0.1 0.0
H -3.9813 -0.9753 -2.6943 0.0 0.0 0.0
H -0.6871 -1.0815 -4.6968 0.0 0.0 0.0
H -0.5055 4.0514 4.9713 0.0 0.1 0.1
H 5.8000 0.4269 -0.9709 0.0 -0.1 0.0
H 2.7693 5.1372 -1.9236 0.0 0.1 -0.1
H 2.2098 -0.1139 -4.5458 0.0 -0.1 0.2
H -0.2579 2.3340 4.6422 0.1 -0.2 0.1
H -2.7644 -2.6431 5.0750 0.3 0.0 0.3
H -2.0627 4.5929 2.3274 -0.1 0.0 0.0
H -5.5694 1.4259 2.0970 0.0 0.0 -0.1
H -0.8020 5.5939 -0.9116 -0.1 0.0 0.0
H -3.9716 -4.4591 -4.2837 -0.1 -0.1 -0.1
H -1.2723 2.6618 -4.6334 0.1 0.1 0.0
H 6.2352 0.7972 -3.7686 0.2 0.0 -0.1
H 1.1883 -4.0748 4.4163 0.2 0.0 0.0
H 1.4703 4.7112 3.6491 0.0 0.1 0.1
H 4.5831 -1.9056 0.5180 0.1 -0.1 0.4
H -0.6557 5.1567 1.4393 0.0 0.2 -0.1
H -0.3846 -4.5334 5.0488 -0.2 0.2 0.2
H 4.5139 -2.1561 3.2412 0.2 -0.1 -0.2
H 3.2557 -0.9379 -0.1104 0.0 0.1 -0.1
H 3.0694 -4.7074 1.0780 0.2 0.2 -0.2
H 1.6583 4.1162 1.9908 0.1 0.1 -0.1
H 4.4595 0.0492 -5.7318 0.1 0.0 -0.2
H 1.3318 -4.5620 1.2912 -0.2 -0.2 -0.1
H -1.0842 0.4035 3.6876 -0.1 0.0 -0.1
H 2.8120 4.8285 -0.1784 0.1 0.1 0.1
H -3.6884 2.5320 -5.0984 -0.1 0.1 -0.1
H -4.5798 -5.8105 -2.3073 0.0 -0.1 0.0
H 2.8545 -3.3784 -5.2703 0.1 -0.1 -0.1
H 2.3783 -4.7556 2.6856 0.0 0.0 0.2
H 0.9972 -2.0215 -6.1841 0.0 0.0 -0.1
H -0.0478 -4.7468 3.3436 0.1 -0.2 -0.1
H -0.8815 5.6490 3.1269 0.0 0.1 0.0
H -2.7226 -3.5340 3.5559 0.0 -0.1 -0.1
H 0.6247 6.2004 -0.0456 0.0 0.1 0.1
H 0.5884 4.3414 -3.2310 0.0 0.0 0.0
H -0.8353 -0.7188 5.8210 -0.2 0.2 0.0
H 0.9416 2.7425 -2.5347 0.0 -0.1 -0.1
H 4.2334 1.1411 -0.5496 0.0 0.0 -0.1
H 0.5389 6.3259 -1.8044 0.0 0.1 -0.1
H 0.1225 -2.1007 6.2867 0.0 -0.3 0.1
H 3.0815 -2.3331 4.2417 -0.1 -0.1 0.2
H 3.4102 -0.7977 3.4651 0.1 0.1 0.1
H -3.0464 -1.8220 3.5488 -0.1 0.0 0.0
H -1.8141 3.0963 4.2771 -0.1 0.0 0.0
H 2.9667 -3.8187 -2.8459 0.1 -0.1 0.1
H -0.6471 3.4787 -2.2760 -0.1 0.1 -0.1
H 1.7650 2.9869 3.3406 0.1 0.0 0.1
H -2.4845 -2.5250 -4.0563 0.0 0.0 -0.1
H 5.4830 2.1277 -1.3430 -0.1 0.0 0.0
H 0.8488 -0.8347 5.3044 0.1 0.1 0.1
H -5.0320 0.7053 -4.1142 -0.1 0.0 0.0
H -0.2057 0.9592 -3.1920 0.1 0.1 0.0
```
Positions in Å, forces in eV/Å.

multiplicity: 4
highest occupied orbital energy (alpha / beta): -7.0 / -7.1 eV
strongest force on any atom: 0.0616 Eh/bohr
E_LUMO (alpha / beta): -0.284 / -0.132 eV
total energy: -277606.8244 eV
gap between HOMO and LUMO (alpha / beta): 6.69 / 7.01 eV

=====

Record 5
The following is a DFT calculation (ωB97M-V/def2-TZVPD) of a cluster of 2 separate species, C5H15N3 in total in a non-equilibrium geometry.

Geometry as XYZ:
```
23
Properties=species:S:1:pos:R:3:forces:R:3
N -1.6519 0.7930 0.5719 1.4 -1.6 1.6
N -0.3060 -2.2445 0.7423 -0.3 0.1 0.1
N 1.3678 -0.5233 1.2280 -0.4 0.3 0.1
C -1.7551 0.9145 -0.8166 1.7 -1.4 -1.7
C 0.5055 -0.8056 -1.0256 0.9 -1.1 1.8
C 1.6613 -0.0307 -1.6115 -0.4 0.1 0.2
C -0.9635 1.9157 1.2052 0.0 -0.1 -0.1
C 0.4168 -1.0867 0.3339 1.6 -0.9 -1.9
H 1.2430 -0.7983 2.1919 0.0 0.0 -0.1
H -0.7300 0.3215 -1.2434 -2.0 1.8 0.2
H -2.5368 0.2816 -1.2334 -0.3 0.1 0.0
H -1.8389 1.9340 -1.1971 0.2 -0.1 0.1
H -1.5857 2.8109 1.1307 0.1 0.0 0.0
H -0.0248 -3.0932 0.2645 0.0 0.2 0.1
H -0.8039 1.6859 2.2579 0.0 0.1 0.0
H 0.0685 -1.5499 -1.6808 -0.4 0.2 0.0
H -0.9619 -0.0839 0.7226 -1.9 2.1 -0.2
H 1.4855 0.1813 -2.6663 0.0 0.1 0.1
H 2.3312 -0.6496 0.9436 -0.1 0.0 0.0
H 1.8092 0.9051 -1.0750 0.0 0.1 -0.1
H 2.5955 -0.5956 -1.5451 0.1 -0.1 0.0
H -0.3483 -2.3988 1.7413 0.0 0.1 -0.2
H 0.0224 2.1167 0.7611 0.0 0.1 0.0
```
Positions in Å, forces in eV/Å.

multiplicity: 1
SMILES: CC=C(N)N.CNC
highest occupied orbital energy: -7.6 eV
strongest force on any atom: 0.0552 Eh/bohr
E_LUMO: 0.720 eV
energy relative to the best compared isomer or geometry (same formula, charge and spin): 3.0313 eV
total energy: -9896.1199 eV
gap between HOMO and LUMO: 8.28 eV

=====

Record 6
The following is a DFT calculation (ωB97M-V/def2-TZVPD) of the molecule CH3ClS2 in a non-equilibrium geometry.

Geometry as XYZ:
```
7
Properties=species:S:1:pos:R:3:forces:R:3
Cl -1.8430 -0.1005 -0.2196 -0.7 0.6 -0.3
S 0.7482 1.5016 -0.0205 -1.5 -1.0 1.5
S 0.4956 -1.7230 -0.0401 0.6 1.3 1.6
C -0.1424 -0.0937 -0.6153 1.5 0.9 0.0
H 0.0755 0.0539 -1.7130 -0.6 -0.7 1.1
H 0.5550 -1.3236 1.3417 -0.1 -0.6 -2.0
H 0.1111 1.6853 1.2667 0.8 -0.5 -1.9
```
Positions in Å, forces in eV/Å.

multiplicity: 1
SMILES: SC(S)Cl
highest occupied orbital energy: -9.3 eV
strongest force on any atom: 0.0457 Eh/bohr
E_LUMO: 0.500 eV
energy relative to the best compared isomer or geometry (same formula, charge and spin): 1.0843 eV
total energy: -35277.6332 eV
gap between HOMO and LUMO: 9.81 eV